The following is a quantum chemistry calculation of a cluster of 8 separate species, C31H45BrClN8P in total, from the OMol25 dataset.

The geometry in XYZ format:
```
87
C31H45BrClN8P ωB97M-V/def2-TZVPD
C 1.725 2.350 4.005
C 1.316 3.593 4.790
C -0.108 4.057 4.508
N -1.107 3.031 4.880
P -1.882 2.074 3.800
Cl -1.369 0.198 4.877
Br -2.764 3.823 2.481
H 2.802 2.191 4.066
H 1.469 2.460 2.949
H 1.235 1.444 4.370
H 1.977 4.431 4.550
H 1.425 3.415 5.866
H -0.226 4.268 3.447
H -0.342 4.980 5.041
H -0.782 2.450 5.644
H -1.224 1.593 2.682
H -3.186 1.675 3.976
C -1.908 -1.363 1.557
C -2.505 -0.430 0.661
C -2.337 -0.915 -0.610
N -1.670 -2.106 -0.514
C -1.398 -2.381 0.798
H -1.863 -1.293 2.631
H -3.002 0.494 0.912
H -2.640 -0.516 -1.562
H -1.393 -2.694 -1.279
H -0.874 -3.279 1.080
C 0.907 -5.773 -3.037
C 1.752 -4.667 -3.333
C 0.948 -3.578 -3.528
N -0.350 -3.984 -3.357
C -0.384 -5.322 -3.061
H 1.215 -6.784 -2.829
H 2.827 -4.672 -3.394
H 1.187 -2.556 -3.765
H -1.157 -3.400 -3.478
H -1.316 -5.833 -2.890
C -3.668 -7.232 1.489
C -2.820 -6.129 1.194
C -3.616 -5.019 1.078
N -4.911 -5.413 1.293
C -4.951 -6.757 1.544
H -3.369 -8.255 1.646
H -1.748 -6.148 1.087
H -3.372 -3.990 0.873
H -5.708 -4.804 1.275
H -5.882 -7.260 1.745
C 0.775 1.627 -0.359
C 1.946 2.233 -0.897
C 1.901 3.563 -0.573
N 0.753 3.783 0.140
C 0.064 2.608 0.276
H 0.495 0.587 -0.414
H 2.732 1.756 -1.457
H 2.588 4.362 -0.795
H 0.447 4.673 0.489
H -0.858 2.576 0.828
C 5.008 2.989 -3.555
C 6.077 3.676 -2.913
C 5.639 4.942 -2.635
N 4.348 5.045 -3.080
C 3.958 3.861 -3.643
H 5.014 1.972 -3.912
H 7.055 3.285 -2.687
H 6.135 5.773 -2.164
H 3.775 5.866 -3.014
H 2.967 3.741 -4.047
C 3.007 5.690 -6.710
C 2.881 6.702 -7.702
C 2.093 6.199 -8.701
N 1.739 4.924 -8.352
C 2.294 4.605 -7.143
H 3.571 5.743 -5.794
H 3.321 7.685 -7.683
H 1.758 6.637 -9.625
H 1.167 4.313 -8.904
H 2.141 3.636 -6.699
C -2.782 -4.435 6.527
C -2.686 -5.852 6.439
C -2.992 -6.200 5.149
N -3.267 -5.055 4.459
C -3.142 -3.976 5.287
H -2.601 -3.825 7.396
H -2.422 -6.534 7.230
H -3.035 -7.160 4.664
H -3.510 -5.014 3.483
H -3.309 -2.974 4.928
```

Calculated values
LUMO ... 0.459 eV
Gap between HOMO and LUMO ... 8.3 eV
HOMO level ... -0.2880 Eh

The following is a quantum chemistry calculation of a structure of composition C31H45Cl2HfN2OP in a non-equilibrium geometry, from the OMol25 dataset.

The geometry in XYZ format:
```
83
C31H45Cl2HfN2OP ωB97M-V/def2-TZVPD
P -0.411 0.850 -1.443
C -2.046 0.186 -1.870
C -2.545 1.001 -3.055
C -3.991 0.600 -3.382
C -4.127 -0.928 -3.550
C -3.526 -1.768 -2.403
C -2.087 -1.334 -2.083
C 1.034 0.060 -2.201
C 0.922 0.424 -3.666
C 2.249 0.060 -4.352
C 2.630 -1.412 -4.093
C 2.576 -1.853 -2.611
C 1.245 -1.448 -1.955
C -0.327 2.681 -1.347
C -1.448 3.221 -0.430
C -1.426 4.754 -0.419
C -0.053 5.316 -0.020
C 1.115 4.669 -0.785
C 1.041 3.133 -0.790
H -2.667 0.388 -0.971
H -1.888 0.827 -3.920
H -2.515 2.077 -2.835
H -4.304 1.129 -4.295
H -4.625 0.934 -2.546
H -5.186 -1.178 -3.655
H -3.620 -1.216 -4.478
H -4.132 -1.644 -1.493
H -3.530 -2.836 -2.671
H -1.713 -1.840 -1.179
H -1.429 -1.616 -2.919
H 1.923 0.543 -1.748
H 3.021 0.718 -3.925
H 0.728 1.497 -3.804
H 0.087 -0.127 -4.127
H 2.157 0.268 -5.428
H 3.637 -1.588 -4.477
H 1.939 -2.049 -4.655
H 2.726 -2.941 -2.527
H 3.388 -1.363 -2.053
H 1.257 -1.645 -0.875
H 0.421 -2.044 -2.362
H -0.454 3.113 -2.380
H -2.442 2.877 -0.750
H -1.329 2.831 0.595
H -1.657 5.078 -1.443
H -2.213 5.148 0.242
H 0.096 5.167 1.057
H -0.043 6.394 -0.205
H 2.078 5.010 -0.381
H 1.059 4.982 -1.833
H 1.868 2.740 -1.395
H 1.200 2.732 0.225
Hf -0.201 -0.464 2.242
Cl 1.772 0.353 1.234
Cl -2.160 0.702 1.821
C -0.687 -2.227 1.325
H -1.736 -2.364 0.956
C 0.124 -3.391 1.241
C 1.555 -3.339 1.302
C 2.288 -4.514 1.292
C 1.644 -5.761 1.218
C 0.236 -5.821 1.142
C -0.513 -4.667 1.131
H 2.068 -2.371 1.368
H 3.381 -4.472 1.341
H -0.271 -6.782 1.091
H -1.603 -4.672 1.083
H 2.223 -6.685 1.219
N 2.428 2.017 7.781
C 2.060 2.025 6.481
O 2.319 2.932 5.687
C 1.318 0.782 6.065
C 0.958 -0.369 6.827
C 0.250 -1.444 6.262
C -0.073 -1.393 4.924
N 0.288 -0.284 4.229
C 0.975 0.784 4.743
H 2.853 2.858 8.157
H 2.051 1.312 8.421
H 1.242 -0.408 7.868
H -0.058 -2.329 6.850
H -0.608 -2.163 4.347
H 1.211 1.582 4.017
```

Calculated values
LUMO (spin up / spin down) ... -1.677 / -1.677 eV
Gap between HOMO and LUMO (spin up / spin down) ... 4.0 / 4.0 eV
HOMO level (spin up / spin down) ... -0.2079 / -0.2079 Eh
ΔE to the lowest compared entry with this formula, charge and spin ... 0.200 eV

The following is a quantum chemistry calculation of a structure of composition C31H45ClCoF5N2O2P2, from the OMol25 dataset.

The geometry in XYZ format:
```
89
C31H45ClCoF5N2O2P2 ωB97M-V/def2-TZVPD
Co 0.349 -1.342 0.028
C -2.768 3.954 -2.983
C -2.695 2.911 -1.865
C -3.742 1.792 -2.010
P -1.074 2.111 -1.386
C 0.212 3.455 -1.544
C -0.138 4.599 -0.587
C 0.607 3.967 -2.925
C -0.616 0.996 -2.789
C -1.178 1.036 -4.063
C -0.768 0.170 -5.068
C 0.237 -0.749 -4.816
C 0.803 -0.813 -3.550
C 0.365 0.027 -2.537
N 0.942 -0.046 -1.230
C 2.145 0.598 -1.070
C 2.835 1.286 -2.092
C 3.988 1.983 -1.803
C 4.509 2.046 -0.508
C 3.846 1.377 0.503
C 2.687 0.656 0.226
P 1.632 -0.193 1.385
C 2.694 -0.718 2.792
C 3.951 -1.458 2.330
C 1.948 -1.564 3.834
C 0.437 1.105 1.947
C -0.563 0.665 3.016
C 1.128 2.407 2.346
H -3.811 4.234 -3.159
H -2.360 3.611 -3.931
H -2.231 4.862 -2.712
H -2.935 3.443 -0.936
H -3.388 0.958 -2.614
H -4.652 2.183 -2.474
H -4.007 1.382 -1.035
H 1.089 2.949 -1.129
H -0.966 5.201 -0.967
H 0.717 5.266 -0.456
H -0.424 4.222 0.398
H -0.140 4.645 -3.337
H 0.748 3.150 -3.633
H 1.550 4.517 -2.863
H -1.954 1.750 -4.290
H -1.227 0.227 -6.047
H 0.579 -1.420 -5.593
H 1.588 -1.527 -3.339
H 2.454 1.266 -3.104
H 4.498 2.500 -2.607
H 5.410 2.607 -0.301
H 4.226 1.423 1.518
H 2.984 0.226 3.267
H 3.698 -2.433 1.918
H 4.599 -1.624 3.193
H 4.514 -0.914 1.576
H 0.951 -1.192 4.056
H 2.518 -1.576 4.765
H 1.850 -2.592 3.488
H -0.129 1.275 1.020
H -0.094 0.592 3.999
H -1.028 -0.289 2.774
H -1.352 1.417 3.088
H 1.786 2.271 3.210
H 0.367 3.138 2.631
H 1.715 2.827 1.530
F 1.087 -3.144 -1.693
C 1.621 -2.658 -0.528
F 2.830 -2.099 -0.863
C 2.021 -3.945 0.301
F 3.340 -4.181 0.239
F 1.715 -3.836 1.611
F 1.410 -5.043 -0.157
Cl -1.779 -1.215 -0.727
O -1.182 -4.089 0.491
C -1.165 -3.290 1.513
O -0.459 -2.289 1.571
C -2.121 -3.625 2.637
N -2.785 -4.900 2.333
C -4.193 -4.591 2.007
C -4.525 -3.334 2.801
C -3.223 -2.533 2.723
H -1.541 -3.675 3.559
H -2.727 -5.531 3.120
H -1.751 -4.849 0.776
H -4.825 -5.448 2.230
H -4.270 -4.387 0.936
H -4.762 -3.592 3.835
H -5.370 -2.789 2.383
H -3.067 -1.890 3.587
H -3.197 -1.902 1.832
```

Calculated values
LUMO ... 0.038 eV
Gap between HOMO and LUMO ... 7.1 eV
HOMO level ... -0.2612 Eh
ΔE to the lowest compared entry with this formula, charge and spin ... 0.120 eV

The following is a quantum chemistry calculation of a structure of composition C31H45F3O19S in a non-equilibrium geometry, from the OMol25 dataset.

The geometry in XYZ format:
```
99
C31H45F3O19S ωB97M-V/def2-TZVPD
C 0.032 -0.934 -0.122
C -1.374 -0.353 0.109
O -2.367 -1.117 0.070
O -1.604 0.855 0.274
H 0.668 -0.205 0.379
H 0.296 -1.205 -1.144
H -0.023 -1.826 0.502
C -1.932 0.028 -4.462
F -2.165 -1.280 -4.397
F -0.884 0.207 -5.209
F -2.936 0.716 -4.997
S -1.533 0.611 -2.615
O -0.347 -0.115 -2.245
O -1.345 2.105 -2.696
O -2.653 0.241 -1.733
O 3.288 -0.476 -2.736
C 2.500 0.403 -2.387
O 2.009 1.281 -3.248
C 1.325 2.303 -2.545
C 0.921 1.645 -1.252
C 1.905 0.580 -0.961
H 0.446 2.470 -3.168
H 2.006 3.154 -2.564
H -0.106 1.284 -1.291
H 1.062 2.366 -0.446
H 1.543 -0.302 -0.433
H 2.692 0.980 -0.321
O 2.633 -3.417 -3.461
C 2.496 -3.328 -2.234
O 3.246 -4.076 -1.380
C 2.938 -3.713 -0.038
C 1.702 -2.883 -0.055
C 1.599 -2.282 -1.459
H 3.809 -3.126 0.253
H 2.730 -4.517 0.669
H 1.756 -2.105 0.706
H 0.795 -3.437 0.187
H 2.024 -1.287 -1.591
H 0.563 -2.275 -1.795
O -0.886 1.196 4.438
C -1.108 0.157 3.758
O -0.316 -0.936 4.003
C -0.649 -2.078 3.185
C -2.001 -1.655 2.542
C -2.075 -0.104 2.620
H -0.944 -2.934 3.791
H 0.077 -2.419 2.447
H -2.893 -2.144 2.934
H -1.933 -1.865 1.475
H -3.064 0.236 2.927
H -1.723 0.318 1.679
O 0.045 -3.795 -1.332
C -1.045 -3.290 -1.514
O -2.186 -3.691 -0.868
C -3.296 -2.959 -1.279
C -2.912 -2.186 -2.588
C -1.405 -2.054 -2.373
H -3.569 -2.370 -0.403
H -4.129 -3.590 -1.590
H -3.448 -1.237 -2.620
H -3.173 -2.828 -3.430
H -0.991 -1.168 -1.890
H -0.862 -2.250 -3.297
O 2.198 3.681 3.751
C 1.462 3.013 3.061
O 1.878 2.579 1.898
C 0.832 2.099 1.091
C -0.321 1.775 2.024
C -0.004 2.658 3.200
H 1.169 1.197 0.580
H 0.514 2.765 0.289
H -0.312 0.708 2.245
H -1.285 1.951 1.548
H -0.278 2.120 4.107
H -0.568 3.588 3.134
O -3.124 1.897 -0.200
C -2.275 2.712 -0.595
O -2.666 3.820 -1.305
C -1.539 4.522 -1.723
C -0.338 3.656 -1.338
C -0.814 2.688 -0.349
H -1.505 5.524 -1.296
H -1.824 4.542 -2.774
H 0.389 4.310 -0.857
H 0.129 3.212 -2.216
H -0.692 3.127 0.641
H -0.473 1.659 -0.465
O 3.020 -0.348 0.221
C 2.809 -0.349 1.463
O 3.238 0.714 2.241
C 2.698 0.603 3.576
C 1.537 -0.319 3.397
C 1.783 -1.182 2.229
H 2.475 1.604 3.944
H 3.452 0.096 4.179
H 0.763 0.387 3.097
H 1.216 -0.821 4.310
H 0.869 -1.427 1.688
H 2.360 -2.087 2.420
```

Calculated values
LUMO ... 4.394 eV
Gap between HOMO and LUMO ... 6.4 eV
Charge ... -2
HOMO level ... -0.0729 Eh
ΔE to the lowest compared entry with this formula, charge and spin ... 39.387 eV

The following is a quantum chemistry calculation of a structure of composition C31H45F5LuN2P in a non-equilibrium geometry, from the OMol25 dataset.

The geometry in XYZ format:
```
85
C31H45F5LuN2P ωB97M-V/def2-TZVPD
Lu 0.091 0.708 -0.315
C -2.636 0.679 -1.948
C -2.917 -0.797 -1.947
C -4.216 -1.270 -2.041
C -4.476 -2.629 -1.932
C -3.439 -3.513 -1.703
C -2.116 -3.081 -1.620
C -1.053 -4.097 -1.290
C -1.876 -1.714 -1.787
N -0.533 -1.184 -1.721
C 0.331 -1.553 -2.596
C 0.028 -2.361 -3.812
C 1.763 -1.107 -2.387
C 2.831 -1.797 -3.167
N 1.954 -0.205 -1.502
C 3.263 0.352 -1.278
C 3.760 0.241 0.024
C 2.942 -0.432 1.091
C 5.012 0.753 0.310
C 5.746 1.392 -0.682
C 5.213 1.540 -1.947
C 3.954 1.035 -2.276
C 3.407 1.311 -3.652
H -3.476 1.246 -2.346
H -1.760 0.958 -2.538
H -2.530 1.034 -0.910
H -5.028 -0.570 -2.193
H -5.491 -2.993 -2.008
H -3.648 -4.568 -1.578
H -1.355 -4.670 -0.413
H -0.082 -3.655 -1.072
H -0.926 -4.815 -2.102
H -1.026 -2.303 -4.068
H 0.279 -3.412 -3.654
H 0.632 -2.012 -4.649
H 2.608 -2.861 -3.244
H 3.803 -1.657 -2.701
H 2.887 -1.406 -4.186
H 2.787 -1.497 0.907
H 1.943 0.035 1.173
H 3.391 -0.309 2.074
H 5.417 0.657 1.310
H 6.726 1.790 -0.457
H 5.772 2.072 -2.707
H 3.477 2.378 -3.864
H 2.362 1.029 -3.771
H 3.994 0.798 -4.416
F 1.418 2.452 -0.638
C 0.395 2.528 -1.702
F -0.759 2.665 -0.737
C 0.535 3.910 -2.332
F -0.498 4.100 -3.146
F 0.562 4.882 -1.426
F 1.670 3.937 -3.027
C -0.194 1.596 4.842
C 0.306 1.203 3.450
C 1.035 2.389 2.809
P -0.937 0.472 2.293
C -1.031 -1.339 2.646
C -2.190 -1.948 1.855
C -1.065 -1.763 4.114
C -2.606 1.235 2.459
C -3.415 0.867 3.706
C -2.506 2.755 2.282
H 0.659 1.909 5.446
H -0.689 0.784 5.366
H -0.878 2.443 4.791
H 1.028 0.383 3.559
H 0.394 3.269 2.751
H 1.403 2.185 1.797
H 1.907 2.657 3.406
H -0.089 -1.721 2.226
H -3.152 -1.668 2.285
H -2.126 -3.037 1.880
H -2.200 -1.647 0.803
H -1.929 -1.362 4.640
H -0.164 -1.466 4.647
H -1.125 -2.851 4.165
H -3.139 0.827 1.591
H -2.872 1.054 4.628
H -3.734 -0.173 3.698
H -4.316 1.482 3.728
H -2.111 3.231 3.180
H -3.501 3.165 2.109
H -1.877 3.053 1.441
```

Calculated values
LUMO ... -6.840 eV
Gap between HOMO and LUMO ... 7.6 eV
Charge ... +2
HOMO level ... -0.5289 Eh

DFT total energy values, unit Ha, following the record order: -5021.8273, -2702.8023, -4493.3090, -3334.2141, -3393.5245.